[1]
16
Properties=species:S:1:pos:R:3:mulliken_charge:R:1 method="wB97M-V/def2-TZVPD" fmax_ev_per_a=1.0 charge=0 smiles=OC1CCCC1 homo_ev=-10.234 total_energy_ha=-271.7412 homo_lumo_gap_ev=11.22
O -1.780 0.089 0.880 -0.5231
C -1.083 0.268 -0.358 0.0958
C -0.322 -1.030 -0.593 -0.8849
C 0.923 -0.895 0.311 -0.4393
C 1.198 0.616 0.453 -0.5565
C 0.022 1.318 -0.246 -0.7631
H -2.061 -0.831 0.850 0.3320
H -1.802 0.508 -1.159 0.3153
H -0.972 -1.863 -0.250 0.3708
H -0.015 -1.065 -1.652 0.2968
H 1.801 -1.422 -0.076 0.3525
H 0.677 -1.328 1.280 0.2023
H 1.244 0.909 1.502 0.2349
H 2.161 0.885 0.007 0.3071
H -0.331 2.192 0.297 0.3727
H 0.339 1.648 -1.246 0.2864



[2]
16
Properties=species:S:1:pos:R:3:mulliken_charge:R:1 method="wB97M-V/def2-TZVPD" fmax_ev_per_a=0.4 charge=0 smiles=C[C@@H](O)C1CC1 homo_ev=-10.091 total_energy_ha=-271.7156 homo_lumo_gap_ev=11.14
C 0.435 -1.888 0.424 -1.2720
C 0.865 -0.514 -0.067 0.0407
O 0.747 -0.540 -1.480 -0.5606
C 0.009 0.587 0.558 0.0272
C -0.369 1.809 -0.227 -0.7935
C -1.403 0.761 0.080 -0.4388
H -0.607 -2.065 0.138 0.3323
H 0.511 -1.953 1.515 0.3625
H 1.054 -2.675 -0.018 0.3338
H 1.918 -0.344 0.214 0.2651
H 1.004 0.327 -1.815 0.3163
H 0.196 0.733 1.621 0.4353
H -0.415 2.769 0.277 0.2597
H -0.045 1.884 -1.264 0.1777
H -1.705 0.125 -0.748 0.2378
H -2.195 0.983 0.792 0.2763



[3]
16
Properties=species:S:1:pos:R:3:mulliken_charge:R:1 method="wB97M-V/def2-TZVPD" fmax_ev_per_a=1.6 charge=0 smiles="CC(C)CC=O" homo_ev=-9.824 total_energy_ha=-271.7347 homo_lumo_gap_ev=10.83
C 0.408 1.438 0.039 -1.3738
C 0.140 0.008 -0.440 0.7199
C 1.404 -0.637 -0.989 -1.5164
C -0.535 -0.781 0.665 -0.7529
C -1.961 -0.276 0.874 0.0258
O -2.733 0.150 0.035 -0.4908
H 0.814 2.042 -0.777 0.3473
H 1.135 1.453 0.863 0.3410
H -0.506 1.930 0.392 0.3777
H -0.615 0.047 -1.230 0.2198
H 1.214 -1.661 -1.332 0.3727
H 1.775 -0.058 -1.841 0.3782
H 2.200 -0.674 -0.235 0.3298
H -0.624 -1.858 0.441 0.3552
H 0.052 -0.746 1.608 0.3493
H -2.169 -0.377 1.947 0.3173



[4]
16
Properties=species:S:1:pos:R:3:mulliken_charge:R:1 method="wB97M-V/def2-TZVPD" fmax_ev_per_a=0.2 charge=0 smiles="C[C@@H]1C=CC1.O" homo_ev=-9.814 total_energy_ha=-271.6918 homo_lumo_gap_ev=10.84
C -1.437 0.308 -0.715 -1.4793
C -0.403 -0.795 -0.533 0.7900
C 1.035 -0.499 -1.074 -0.7906
C 1.497 -0.705 0.353 -0.1587
C 0.266 -0.934 0.823 -1.0739
O 0.153 2.058 1.806 -0.6902
H -2.326 0.125 -0.098 0.3021
H -1.018 1.281 -0.435 0.3667
H -1.767 0.370 -1.758 0.3665
H -0.794 -1.752 -0.903 0.3820
H 1.422 -1.212 -1.811 0.2846
H 1.158 0.518 -1.465 0.2721
H 2.484 -0.694 0.809 0.4090
H 0.635 1.277 1.500 0.3288
H -0.131 -1.158 1.811 0.3721
H -0.772 1.813 1.689 0.3187



[5]
16
Properties=species:S:1:pos:R:3:mulliken_charge:R:1 method="wB97M-V/def2-TZVPD" fmax_ev_per_a=0.3 charge=0 smiles=COC1CCC1 homo_ev=-9.547 total_energy_ha=-271.7015 homo_lumo_gap_ev=10.73
C 2.314 0.079 0.297 -0.7422
O 1.181 -0.717 0.528 -0.4020
C 0.125 -0.413 -0.343 0.4191
C -0.533 0.988 -0.186 -0.8103
C -1.901 0.292 0.069 -0.3581
C -1.196 -1.092 0.069 -0.8810
H 2.163 1.128 0.595 0.2634
H 2.611 0.048 -0.758 0.3185
H 3.129 -0.336 0.886 0.2559
H 0.438 -0.620 -1.383 0.4040
H -0.167 1.558 0.675 0.3008
H -0.461 1.596 -1.087 0.2522
H -2.606 0.408 -0.755 0.2130
H -2.410 0.569 1.000 0.2677
H -1.118 -1.541 1.062 0.2400
H -1.571 -1.845 -0.633 0.2590



[6]
16
Properties=species:S:1:pos:R:3:mulliken_charge:R:1 method="wB97M-V/def2-TZVPD" fmax_ev_per_a=0.3 charge=0 smiles=COC1CCC1 homo_ev=-9.550 total_energy_ha=-271.7018 homo_lumo_gap_ev=10.73
C 2.324 0.075 0.292 -0.7322
O 1.185 -0.705 0.558 -0.4092
C 0.129 -0.408 -0.317 0.4161
C -0.538 0.983 -0.186 -0.7909
C -1.901 0.290 0.051 -0.3413
C -1.192 -1.087 0.080 -0.8635
H 2.203 1.111 0.644 0.2571
H 2.548 0.104 -0.786 0.3207
H 3.168 -0.380 0.816 0.2502
H 0.440 -0.621 -1.353 0.3936
H -0.172 1.549 0.676 0.2842
H -0.469 1.613 -1.078 0.2474
H -2.606 0.410 -0.776 0.2189
H -2.413 0.569 0.977 0.2554
H -1.129 -1.533 1.076 0.2421
H -1.566 -1.837 -0.623 0.2515



[7]
16
Properties=species:S:1:pos:R:3:mulliken_charge:R:1 method="wB97M-V/def2-TZVPD" fmax_ev_per_a=0.5 charge=0 homo_ev=-8.422 total_energy_ha=-271.6066 homo_lumo_gap_ev=9.28
C 2.033 0.224 -0.383 -0.8754
C 1.548 -0.426 0.882 -0.1519
O 1.240 -1.687 0.696 -0.2264
C -0.974 -0.017 -0.557 -0.3764
C -2.263 0.440 0.048 -0.4355
C -1.013 0.463 0.872 -0.5443
H 1.667 1.255 -0.469 0.2438
H 1.826 -0.318 -1.329 0.3645
H 3.122 0.286 -0.241 0.3459
H 1.292 -1.978 -0.245 0.2796
H -0.507 0.617 -1.306 0.2192
H -0.839 -1.081 -0.743 0.1414
H -2.998 -0.321 0.286 0.2349
H -2.665 1.388 -0.292 0.2417
H -0.912 -0.266 1.669 0.2723
H -0.558 1.421 1.112 0.2668



[8]
16
Properties=species:S:1:pos:R:3:mulliken_charge:R:1 method="wB97M-V/def2-TZVPD" fmax_ev_per_a=0.8 charge=0 smiles="CC[C@@H](C)C=O" homo_ev=-9.655 total_energy_ha=-271.7318 homo_lumo_gap_ev=10.58
C 2.095 -0.220 -0.249 -1.1466
C 0.711 -0.563 0.350 -0.5681
C -0.604 -0.028 -0.271 0.5909
C -1.912 -0.518 0.426 -1.4679
C -0.608 1.487 -0.400 -0.1079
O 0.345 2.224 -0.291 -0.4720
H 2.301 0.852 -0.252 0.3007
H 2.874 -0.690 0.370 0.3466
H 2.232 -0.600 -1.268 0.2855
H 0.633 -1.655 0.383 0.3491
H 0.719 -0.220 1.393 0.3016
H -0.806 -0.432 -1.268 0.1863
H -1.922 -0.305 1.497 0.3524
H -2.802 -0.048 -0.026 0.3995
H -2.054 -1.599 0.287 0.3459
H -1.612 1.919 -0.596 0.3040



[9]
16
Properties=species:S:1:pos:R:3:mulliken_charge:R:1 method="wB97M-V/def2-TZVPD" fmax_ev_per_a=0.4 charge=0 smiles="C=CCC(=C)O.[H][H]" homo_ev=-8.839 total_energy_ha=-271.6546 homo_lumo_gap_ev=9.77
C -0.549 -1.152 1.607 -1.0034
C -1.021 -0.836 0.406 0.0110
C -1.135 0.575 -0.117 -0.6497
C 0.135 0.730 -0.911 0.7831
C 1.267 1.243 -0.427 -1.3391
O 0.034 0.095 -2.114 -0.4854
H -0.340 -0.395 2.360 0.3652
H -0.298 -2.177 1.868 0.3336
H 1.632 -0.872 1.345 0.0628
H -1.154 -1.611 -0.347 0.2943
H -2.010 0.707 -0.764 0.2966
H -1.177 1.309 0.694 0.3356
H 1.289 1.700 0.556 0.3973
H 2.211 1.166 -0.961 0.3172
H 1.916 -0.363 0.878 -0.0165
H 0.921 0.000 -2.486 0.2973



[10]
16
Properties=species:S:1:pos:R:3:mulliken_charge:R:1 method="wB97M-V/def2-TZVPD" fmax_ev_per_a=1.9 charge=0 smiles="C=CC.CC=O" homo_ev=-9.398 total_energy_ha=-271.6759 homo_lumo_gap_ev=10.36
C 1.869 0.670 1.113 -1.0935
C 1.640 -0.140 -0.138 0.1072
C 2.663 -0.554 -0.885 -0.7164
H 2.726 1.333 1.005 0.3348
H 1.007 1.261 1.420 0.2906
H 2.129 0.011 1.950 0.2648
H 0.734 -0.742 -0.090 0.2637
H 2.468 -1.200 -1.737 0.2729
H 3.665 -0.657 -0.524 0.2706
O -2.322 -1.711 -0.882 -0.4754
C -2.237 -0.517 -0.801 0.1538
C -3.013 0.367 0.146 -0.8560
H -1.721 0.091 -1.563 0.3467
H -3.552 -0.196 0.903 0.3007
H -3.701 0.886 -0.528 0.2673
H -2.354 1.100 0.612 0.2681